No. 1
Molecular formula: C4H10OSi2
Method: DFT, ωB97M-V/def2-TZVPD

```
17
Properties=species:S:1:pos:R:3
C 0.42 2.27 0.92
C 0.15 1.60 -0.21
Si -0.67 -0.15 -0.06
O -2.31 -0.26 0.06
Si -0.09 -1.81 1.69
C -0.18 -0.74 -1.84
C 1.08 -0.59 -2.30
H 0.77 3.29 1.07
H 0.42 1.56 1.76
H 0.09 2.14 -1.21
H -2.90 -0.01 -0.65
H 0.66 -1.26 2.92
H -1.39 -2.52 2.00
H 0.86 -2.64 1.10
H -0.81 -1.53 -2.21
H 1.52 -0.78 -3.33
H 1.58 0.25 -1.75
```

Properties
HOMO energy = -0.34638 Ha
Total energy = -812.567301 Eh
SMILES = C=C[Si](O)([SiH3])C=C
Kohn-Sham gap = 10.021 eV
Relative energy (zero: lowest compared OMol25 entry of this formula, charge and spin) = 28.82 kcal/mol

***

No. 2
Molecular formula: C6H6ClNO2
Method: DFT, ωB97M-V/def2-TZVPD

```
16
Properties=species:S:1:pos:R:3
O -3.22 0.79 -0.69
N -2.20 1.48 -0.55
O -2.30 2.71 -0.52
C -0.91 0.93 -0.45
C -0.80 -0.46 -0.64
C 0.38 -1.05 -0.22
C 1.51 -0.26 0.19
C 1.36 1.15 0.19
C 0.18 1.70 -0.22
H -1.57 -1.03 -1.07
H 0.41 -2.15 -0.44
H 2.52 -0.58 0.55
H 2.15 1.79 0.44
H 0.10 2.84 -0.05
Cl -3.25 -1.88 1.25
H -4.04 -1.71 0.24
```

Properties
HOMO energy = -0.37353 Ha
Total energy = -897.543381 Eh
SMILES = O=[N+]([O-])c1ccccc1.Cl
Kohn-Sham gap = 9.294 eV
Relative energy (zero: lowest compared OMol25 entry of this formula, charge and spin) = 49.85 kcal/mol

***

No. 3
Molecular formula: C41H74O32
Method: DFT, ωB97M-V/def2-TZVPD

```
147
Properties=species:S:1:pos:R:3
C -2.01 4.49 -0.50
O -1.55 4.27 0.81
H -1.96 3.58 -1.07
H -3.04 4.79 -0.50
H -1.49 5.35 -0.89
H -2.17 3.75 1.35
C -4.21 2.65 3.45
O -3.66 2.90 2.19
H -4.23 1.57 3.69
H -3.65 3.21 4.25
H -5.22 3.03 3.49
H -4.32 2.48 1.65
C 1.52 -3.31 2.21
O 2.79 -3.22 2.77
H 1.49 -4.20 1.59
H 0.64 -3.39 2.94
H 1.44 -2.46 1.57
H 3.00 -3.94 3.32
C 1.13 4.31 2.84
O 1.36 4.14 1.45
H 0.24 4.88 3.14
H 0.97 3.38 3.36
H 2.00 4.85 3.34
H 0.53 4.33 1.04
C 4.14 -2.98 -1.55
O 3.34 -1.83 -1.64
H 4.15 -3.43 -0.46
H 3.87 -3.76 -2.23
H 5.12 -2.54 -1.81
H 2.39 -1.94 -1.65
C 2.78 0.27 7.17
C 2.37 0.60 5.78
C 2.23 -0.70 4.93
O 1.01 -0.48 4.22
C 0.29 0.51 4.85
O -0.81 0.83 4.49
O 1.04 1.11 5.82
H 3.76 -0.22 7.20
H 2.03 -0.36 7.71
H 3.02 1.17 7.76
H 2.98 1.44 5.34
H 2.18 -1.59 5.58
H 3.08 -0.86 4.25
C 6.88 3.29 0.60
C 6.59 3.26 -0.93
C 7.90 3.46 -1.68
O 8.33 2.10 -1.81
C 7.27 1.27 -1.80
O 7.34 0.06 -2.01
O 6.16 1.98 -1.37
H 7.11 4.25 1.10
H 7.71 2.59 0.85
H 5.99 2.89 1.11
H 5.90 4.03 -1.21
H 8.61 3.98 -1.11
H 7.72 3.95 -2.66
C 2.16 1.07 -2.57
C 1.23 2.24 -2.95
C 1.12 2.56 -4.39
O -0.30 2.77 -4.67
C -1.03 2.37 -3.58
O -2.20 2.53 -3.39
O -0.18 1.89 -2.64
H 3.21 1.24 -2.77
H 1.90 0.15 -3.12
H 2.06 0.78 -1.49
H 1.52 3.14 -2.39
H 1.40 1.68 -4.95
H 1.60 3.54 -4.76
C -1.41 -4.34 -0.07
C -2.65 -4.20 -0.92
C -3.09 -5.57 -1.44
O -4.53 -5.50 -1.48
C -4.93 -4.53 -0.68
O -6.07 -4.29 -0.41
O -3.89 -3.87 -0.11
H -1.17 -3.37 0.38
H -0.64 -4.60 -0.86
H -1.53 -5.02 0.77
H -2.70 -3.37 -1.68
H -2.82 -6.52 -0.89
H -2.86 -5.60 -2.47
C -0.64 -1.03 -4.39
C -0.55 -2.21 -5.28
C 0.87 -2.78 -5.37
O 0.96 -3.72 -4.28
C -0.31 -4.07 -3.87
O -0.53 -4.87 -3.03
O -1.20 -3.35 -4.56
H -0.27 -0.14 -4.93
H -0.24 -1.19 -3.37
H -1.68 -0.79 -4.17
H -1.05 -2.03 -6.24
H 1.67 -2.06 -5.40
H 0.85 -3.38 -6.30
C -6.55 -2.33 2.38
C -6.09 -1.39 1.30
C -7.09 -1.14 0.21
O -6.81 0.21 -0.14
C -6.19 0.81 0.90
O -6.01 1.99 0.97
O -5.94 0.00 1.88
H -7.46 -1.91 2.88
H -5.78 -2.58 3.17
H -6.94 -3.26 1.99
H -5.13 -1.60 0.89
H -8.12 -1.21 0.52
H -6.91 -1.75 -0.70
C 6.37 -2.14 1.59
C 5.80 -0.90 0.96
C 4.28 -0.75 1.23
O 4.27 0.26 2.26
C 5.47 0.84 2.37
O 5.66 1.77 3.14
O 6.37 0.26 1.58
H 7.48 -2.19 1.68
H 6.11 -3.10 1.07
H 6.06 -2.05 2.64
H 5.99 -0.79 -0.07
H 3.91 -1.65 1.74
H 3.79 -0.42 0.32
C -6.86 1.96 -3.15
C -5.36 1.64 -3.06
C -4.66 2.24 -1.85
O -3.84 1.20 -1.33
C -4.20 0.01 -1.94
O -3.76 -1.06 -1.70
O -5.13 0.24 -2.84
H -7.24 1.53 -4.08
H -7.00 3.05 -3.33
H -7.48 1.59 -2.29
H -4.82 1.96 -4.00
H -5.37 2.57 -1.00
H -4.12 3.11 -2.12
C -2.01 -0.27 1.54
C -1.38 0.56 0.46
C 0.01 1.03 0.79
O 0.78 -0.22 0.50
C 0.14 -0.77 -0.56
O 0.57 -1.67 -1.25
O -1.03 -0.20 -0.76
H -2.20 0.45 2.35
H -1.34 -1.07 1.88
H -2.95 -0.64 1.22
H -2.04 1.37 0.15
H 0.20 1.18 1.81
H 0.42 1.90 0.18
```

Properties
HOMO energy = -0.36213 Ha
Total energy = -4014.400392 Eh
Kohn-Sham gap = 10.163 eV
Relative energy (zero: lowest compared OMol25 entry of this formula, charge and spin) = 0.00 kcal/mol

***

No. 4
Molecular formula: C18H38ClN2O2
Method: DFT, ωB97M-V/def2-TZVPD

```
61
Properties=species:S:1:pos:R:3
Cl 1.41 -1.47 1.51
C 1.67 4.93 0.11
C 1.96 3.46 0.44
C 2.74 3.35 1.74
C 1.86 3.47 2.99
C 0.71 2.48 2.89
C -0.14 2.65 1.62
N 0.81 2.59 0.52
O 0.15 2.48 -0.73
C -1.03 1.42 1.55
C -0.98 3.94 1.70
C 2.86 2.93 -0.68
H 2.62 5.46 0.01
H 1.08 5.48 0.84
H 1.18 5.02 -0.86
H 3.31 2.41 1.76
H 3.49 4.15 1.76
H 1.52 4.51 3.11
H 2.46 3.28 3.88
H 0.06 2.56 3.77
H 1.16 1.48 2.87
H -0.39 0.53 1.58
H -1.72 1.35 2.39
H -1.63 1.43 0.64
H -1.25 4.27 0.69
H -1.90 3.76 2.27
H -0.43 4.77 2.14
H 2.98 1.85 -0.55
H 3.84 3.41 -0.66
H 2.46 3.11 -1.68
H -0.14 3.37 -0.98
C 1.51 -3.87 -1.58
C -0.01 -3.95 -1.46
C -0.33 -4.43 -0.05
C -1.76 -4.12 0.38
C -1.97 -2.62 0.28
C -1.77 -2.09 -1.12
N -0.49 -2.58 -1.60
O -0.13 -2.01 -2.83
C -2.95 -2.47 -2.02
C -1.68 -0.56 -1.04
C -0.60 -4.91 -2.51
H 1.79 -3.45 -2.54
H 1.97 -4.86 -1.45
H 1.82 -3.26 -0.73
H -0.13 -5.50 0.01
H 0.35 -3.94 0.66
H -1.94 -4.47 1.40
H -2.48 -4.65 -0.26
H -1.26 -2.13 0.96
H -2.97 -2.36 0.65
H -3.24 -3.53 -1.92
H -3.86 -1.89 -1.87
H -2.70 -2.40 -3.09
H -2.54 -0.20 -0.47
H -0.75 -0.28 -0.56
H -1.70 -0.08 -2.02
H 0.00 -5.83 -2.51
H -0.52 -4.49 -3.52
H -1.64 -5.16 -2.32
H -0.75 -2.35 -3.50
```

Properties
Charge = -1
HOMO energy = -0.14773 Ha
Total energy = -1428.820597 Eh
Kohn-Sham gap = 6.794 eV
Relative energy (zero: lowest compared OMol25 entry of this formula, charge and spin) = 15.41 kcal/mol

***

No. 5
Molecular formula: CHF4N2
Method: DFT, ωB97M-V/def2-TZVPD

```
8
Properties=species:S:1:pos:R:3
C -0.34 -0.52 0.02
N 1.77 0.66 -0.49
N -1.49 0.06 0.04
F -0.04 -1.75 0.23
F 2.26 0.96 0.68
F -2.69 -0.39 0.54
F -1.60 1.30 -0.30
H 2.13 -0.32 -0.73
```

Properties
Charge = +1
HOMO energy (alpha / beta) = -0.61885 / -0.63844 Ha
Total energy = -546.966374 Eh
Kohn-Sham gap (alpha / beta) = 8.016 / 9.882 eV
Relative energy (zero: lowest compared OMol25 entry of this formula, charge and spin) = 93.02 kcal/mol

***

No. 6
Molecular formula: C17H17LiNO4STe
Method: DFT, ωB97M-V/def2-TZVPD

```
42
Properties=species:S:1:pos:R:3
Li 0.10 -0.10 0.74
C 3.34 7.17 1.94
C 3.03 5.70 1.88
C 3.82 4.83 1.12
C 3.50 3.49 1.00
C 2.38 2.99 1.66
C 1.60 3.83 2.44
C 1.93 5.17 2.54
S 1.95 1.29 1.35
O 0.76 1.04 2.20
O 3.12 0.52 1.69
N 1.47 1.21 -0.12
C 2.16 0.27 -1.01
C 1.71 -1.21 -0.87
O 2.37 -2.04 -1.49
O 0.70 -1.43 -0.12
H 4.42 7.34 1.99
H 2.88 7.64 2.81
H 2.97 7.69 1.05
H 4.69 5.22 0.60
H 4.11 2.82 0.41
H 0.74 3.42 2.96
H 1.31 5.83 3.15
H 3.24 0.27 -0.88
H 1.96 0.57 -2.04
C -3.56 2.90 0.63
Te -1.49 2.29 0.77
C -2.31 1.13 2.39
C -3.51 1.88 2.89
C -4.01 1.71 4.18
C -5.07 2.49 4.63
C -5.64 3.43 3.79
C -5.16 3.58 2.50
C -4.11 2.80 2.03
H -4.09 2.21 -0.03
H -3.67 3.90 0.22
H -1.54 1.00 3.15
H -2.58 0.14 2.02
H -3.55 0.98 4.84
H -5.44 2.36 5.64
H -6.45 4.06 4.14
H -5.60 4.32 1.83
```

Properties
Charge = -1
HOMO energy = -0.17576 Ha
Total energy = -1687.589143 Eh
Kohn-Sham gap = 7.039 eV
Relative energy (zero: lowest compared OMol25 entry of this formula, charge and spin) = 8.84 kcal/mol

***

No. 7
Molecular formula: CH8N2O
Method: DFT, ωB97M-V/def2-TZVPD

```
12
Properties=species:S:1:pos:R:3
N 1.89 0.72 0.24
H 1.05 0.47 -0.32
H 1.48 0.83 1.21
H 1.48 -2.13 -1.10
H 2.54 -0.10 0.42
N -2.24 1.10 -0.49
C -1.69 0.26 0.55
O -0.60 0.36 1.23
H -1.53 1.59 -1.11
H 1.62 -2.34 -1.87
H -1.44 -0.81 0.02
H -2.56 0.05 1.22
```

Properties
HOMO energy = -0.34884 Ha
Total energy = -227.401507 Eh
Kohn-Sham gap = 6.408 eV
Relative energy (zero: lowest compared OMol25 entry of this formula, charge and spin) = 150.31 kcal/mol

***

No. 8
Molecular formula: C10H14N4O5
Method: DFT, ωB97M-V/def2-TZVPD

```
33
Properties=species:S:1:pos:R:3
N -2.96 -0.91 1.60
C -3.02 -0.59 0.18
C -3.16 0.95 -0.04
C -1.87 1.62 0.23
O -1.27 1.59 1.27
O -1.31 2.14 -0.88
C -1.80 -1.13 -0.65
O -1.91 -1.59 -1.76
N -0.61 -1.12 0.03
C 0.60 -1.55 -0.59
C 1.29 -0.51 -1.44
C 1.96 0.67 -0.62
C 3.13 0.68 -0.03
N 3.20 1.94 0.55
C 2.07 2.59 0.26
N 1.26 1.83 -0.47
C 1.57 -2.16 0.48
O 1.40 -2.06 1.68
O 2.59 -2.81 -0.04
H -2.61 -1.86 1.70
H -2.27 -0.38 2.08
H -3.96 -1.00 -0.22
H -3.32 1.20 -1.10
H -3.97 1.42 0.53
H -0.34 2.28 -0.68
H -0.51 -0.58 0.90
H 0.38 -2.37 -1.29
H 2.12 -0.92 -2.03
H 0.56 -0.08 -2.16
H 3.93 -0.07 0.04
H 3.90 2.32 1.16
H 1.84 3.61 0.58
H 3.08 -3.15 0.72
```

Properties
HOMO energy = -0.33241 Ha
Total energy = -984.761783 Eh
SMILES = N[C@@H](CC(=O)O)C(=O)N[C@@H](Cc1c[nH]cn1)C(=O)O
Kohn-Sham gap = 9.460 eV
Relative energy (zero: lowest compared OMol25 entry of this formula, charge and spin) = 14.24 kcal/mol

***

No. 9
Molecular formula: C6H9AlO4
Method: DFT, ωB97M-V/def2-TZVPD

```
20
Properties=species:S:1:pos:R:3
O 3.32 -1.18 1.02
C 2.39 -0.80 1.79
O 2.22 -1.34 2.91
O 1.64 0.21 1.37
C 0.47 0.61 2.09
Al 3.41 -2.34 2.43
H 0.61 0.24 3.11
H 0.42 1.66 1.74
C -2.01 1.91 2.73
C -1.92 0.56 2.59
H -2.05 2.55 1.84
H -2.10 2.35 3.72
H -2.11 -0.02 3.50
C -0.98 -0.04 1.62
C -1.07 -1.56 1.61
O -0.18 -2.10 0.66
H -1.14 0.37 0.61
H -2.11 -1.84 1.37
H -0.84 -1.94 2.62
H -0.15 -3.05 0.75
```

Properties
2S+1 = 2
Charge = +1
HOMO energy (alpha / beta) = -0.45986 / -0.45984 Ha
Total energy = -777.097045 Eh
Kohn-Sham gap (alpha / beta) = 7.638 / 5.095 eV
Relative energy (zero: lowest compared OMol25 entry of this formula, charge and spin) = 4.33 kcal/mol
Expectation value of S² = 0.75

***

No. 10
Molecular formula: C48H37Cl2N4O4S5Tc
Method: DFT, ωB97M-V/def2-TZVPD

```
101
Properties=species:S:1:pos:R:3
Tc 0.27 0.44 -0.13
O 0.62 -1.73 -3.63
C 0.47 -0.91 -2.75
N 0.37 -1.15 -1.40
C 0.62 -2.36 -0.76
O 1.25 -3.31 -1.15
C -0.02 -2.32 0.63
C -0.45 -3.53 1.33
C -1.30 -3.45 2.36
C -1.88 -2.14 2.81
C -1.29 -0.97 2.01
N -0.17 -1.14 1.14
C 0.34 0.57 -3.07
C 0.23 1.00 -4.37
C 0.11 2.36 -4.61
C 0.10 3.24 -3.54
C 0.22 2.74 -2.25
N 0.34 1.43 -2.03
H -0.07 -4.48 0.96
H -1.58 -4.35 2.90
H -1.81 -2.04 3.89
H -1.18 -0.07 2.60
H 0.24 0.27 -5.16
H 0.01 2.73 -5.62
H 0.01 4.31 -3.69
H 0.23 3.37 -1.37
Cl 2.85 -1.59 2.82
C 3.19 -3.33 2.96
Cl 4.80 -3.66 3.60
H 3.13 -3.76 1.96
H 2.46 -3.77 3.62
C 1.56 7.37 5.95
C 2.64 8.31 5.50
O 3.03 9.22 6.18
S 3.41 8.16 3.87
C 2.76 6.66 3.19
C 3.32 5.43 3.54
C 2.84 4.26 2.97
C 1.82 4.30 2.02
C 1.26 5.54 1.67
C 1.73 6.70 2.25
C 1.35 3.10 1.40
C 0.95 2.08 0.86
H 1.86 6.93 6.90
H 1.33 6.58 5.23
H 0.66 7.97 6.13
H 4.12 5.39 4.27
H 3.25 3.31 3.27
H 0.46 5.57 0.95
H 1.30 7.66 1.98
N 2.31 0.05 -0.11
S 3.51 1.08 -0.41
C 4.02 0.83 -2.09
C 3.61 -0.29 -2.80
C 3.98 -0.41 -4.13
C 4.75 0.57 -4.73
C 5.15 1.69 -4.01
C 4.78 1.83 -2.68
C 4.88 0.44 0.51
C 5.09 1.00 1.76
C 6.08 0.48 2.58
C 6.84 -0.59 2.14
C 6.63 -1.14 0.89
C 5.64 -0.63 0.06
H 2.64 -0.91 -0.12
H 3.01 -1.06 -2.33
H 3.66 -1.28 -4.69
H 5.03 0.47 -5.77
H 5.75 2.46 -4.49
H 5.08 2.71 -2.12
H 4.47 1.83 2.09
H 6.25 0.91 3.56
H 7.61 -1.00 2.78
H 7.23 -1.98 0.55
H 5.48 -1.05 -0.93
O -1.56 0.94 -0.01
C -2.77 0.59 0.69
C -3.92 0.84 -0.27
C -4.00 1.89 -1.13
C -5.25 1.97 -1.79
C -6.11 0.99 -1.39
S -5.39 -0.04 -0.24
C -2.57 -0.89 1.12
C -3.29 -1.77 2.21
C -4.02 -2.90 1.56
C -3.71 -3.08 0.28
S -2.58 -1.92 -0.39
C -2.96 1.51 1.88
C -2.05 2.32 2.48
C -2.58 3.04 3.59
C -3.89 2.75 3.80
S -4.50 1.64 2.65
H -3.18 2.58 -1.28
H -5.51 2.72 -2.52
H -7.12 0.82 -1.72
H -3.91 -1.21 2.92
H -4.69 -3.55 2.10
H -4.09 -3.85 -0.37
H -1.03 2.42 2.14
H -2.02 3.73 4.20
H -4.55 3.14 4.56
```

Properties
2S+1 = 2
Charge = +1
HOMO energy (alpha / beta) = -0.38290 / -0.38384 Ha
Total energy = -5363.136513 Eh
Kohn-Sham gap (alpha / beta) = 6.377 / 6.336 eV
Expectation value of S² = 0.79

***

No. 11
Molecular formula: C4H14NOSi
Method: DFT, ωB97M-V/def2-TZVPD

```
21
Properties=species:S:1:pos:R:3
C -1.81 0.79 1.46
C -0.43 0.27 1.06
C -0.49 -1.25 0.81
C 0.82 -1.73 0.18
N 1.28 -1.01 -1.00
O 0.88 -3.15 0.01
Si 1.35 2.44 -2.07
H -1.84 1.94 1.38
H -2.15 0.63 2.53
H -2.52 0.26 0.73
H 0.31 0.32 1.78
H -0.02 0.85 0.31
H -0.66 -1.99 1.63
H -1.26 -1.54 -0.04
H 1.04 -1.36 -1.90
H 2.25 3.69 -2.45
H 2.29 -1.03 -0.93
H -0.06 -3.34 -0.24
H 0.09 2.35 -2.76
H 1.57 1.54 -0.95
H 1.78 -1.57 0.82
```

Properties
Charge = +1
HOMO energy = -0.47921 Ha
Total energy = -579.868057 Eh
Kohn-Sham gap = 5.467 eV
Relative energy (zero: lowest compared OMol25 entry of this formula, charge and spin) = 125.27 kcal/mol

***

No. 12
Molecular formula: C4H6N2O
Method: DFT, ωB97M-V/def2-TZVPD

```
13
Properties=species:S:1:pos:R:3
N -2.23 -0.94 1.20
C -1.31 -0.23 1.25
C -0.18 0.69 1.32
C 0.28 1.20 -0.04
O 1.13 0.21 -0.66
C 0.71 -0.32 -1.76
N 0.36 -0.83 -2.74
H 0.66 0.20 1.83
H -0.48 1.55 1.94
H -0.56 1.42 -0.70
H 0.90 2.09 0.08
H 0.14 -2.33 -0.89
H 0.29 -2.19 -0.18
```

Properties
HOMO energy = -0.40745 Ha
Total energy = -340.675457 Eh
SMILES = N#CCCOC#N.[H][H]
Kohn-Sham gap = 11.452 eV
Relative energy (zero: lowest compared OMol25 entry of this formula, charge and spin) = 74.96 kcal/mol